15
Properties=species:S:1:pos:R:3:forces:R:3 method="wB97M-V/def2-TZVPD" mol_weight_g_mol=100.125 homo_ev=-19.8 charge=+2 energy_ev=-9178.7788
N -0.154719 -1.003520 0.349549 0.3 -0.1 1.2
H -1.584323 2.109598 -1.766670 -1.2 1.7 -0.7
H -1.079866 -2.334982 2.979191 0.7 0.0 0.0
H -1.894510 1.121750 -0.442763 -0.6 -0.9 0.7
N -1.274734 1.408721 -1.156284 0.7 0.8 -1.0
N 0.933527 1.821909 -1.780467 -0.1 0.7 -0.8
C -0.054528 1.082940 -1.377802 1.5 -4.2 3.5
C 0.307881 -0.632403 -0.701328 -0.3 5.7 -3.0
H 0.980859 -0.979237 -1.399231 1.3 -2.0 -0.9
H -0.880134 -0.706268 3.173064 -1.8 2.8 1.3
H 0.815303 2.840345 -1.771841 -0.2 -0.2 -0.2
N -0.741316 -1.350337 1.283511 -1.9 -0.7 -0.8
H 0.528391 -1.404835 2.891051 2.1 -0.6 0.3
H 1.780187 1.553381 -2.287503 -0.3 -0.6 0.4
C -0.477871 -1.475008 2.644960 -0.3 -2.3 -0.1


54
Properties=species:S:1:pos:R:3:forces:R:3 method="wB97M-V/def2-TZVPD" mol_weight_g_mol=300.536 homo_ev=-11.9 charge=+1 energy_ev=-32427.8521
S -1.518757 -1.359869 -0.854978 4.3 -1.7 0.6
C 2.661628 -0.139826 3.493892 2.9 0.3 -5.4
H -1.096515 -1.558624 -3.631671 -0.2 -0.5 0.2
H 4.207146 -0.746132 -0.876964 3.7 0.3 -3.1
C 0.354222 -1.453663 -1.387603 -4.8 -1.2 1.5
H 0.943244 -1.040374 4.234028 -0.9 -0.9 -0.8
H -1.642978 2.174409 -1.626592 7.2 2.1 5.4
H 2.680102 -0.168811 -0.629213 -10.4 10.8 -4.4
C -0.333278 -0.807177 -3.569510 -2.0 2.5 -4.9
N 0.600908 -0.998899 -2.603909 4.0 0.3 2.7
H 2.970939 0.894070 3.355990 0.7 -0.1 0.0
H 2.615986 -0.484881 6.048189 -1.6 0.9 -1.2
H -3.236067 -0.672209 -4.004422 0.9 -1.6 -1.9
H -5.771983 0.940047 -1.075901 2.0 0.4 -1.9
H -5.393394 -0.298209 -3.159687 0.4 -1.7 0.2
C 2.243866 -0.636869 2.151705 2.3 5.5 -7.3
C 2.275698 1.554073 5.951493 1.7 3.4 -1.9
C -3.644870 1.479444 -1.020158 0.6 5.3 -2.7
H 1.606728 -0.787185 -2.755360 -1.0 -0.4 -0.5
H 4.348346 -1.390837 1.402609 -1.2 1.9 -0.8
H 4.056681 0.366223 1.307364 1.5 3.1 0.5
N -2.224297 0.475232 -2.761575 2.9 9.2 -5.9
C 3.639808 -0.505181 1.028609 -2.6 -6.5 3.1
H 3.521422 -0.789054 3.682670 -0.3 0.1 1.4
H -3.708331 0.967319 -4.200475 -0.2 1.3 -0.6
H -1.934979 -0.306730 -2.164540 0.0 -0.4 1.8
H 1.714146 -1.510927 2.015848 -0.7 -2.2 0.4
H 2.840931 -2.509051 -1.767546 -0.5 1.1 0.8
C 3.333440 -0.693253 -0.428885 5.0 -11.1 6.3
H 0.696420 0.857537 3.978139 1.8 -2.8 -0.9
C 1.727119 0.219321 5.646660 3.2 -2.7 1.5
H -0.416135 1.149691 -3.153678 3.1 3.3 1.9
H 1.042303 -0.018100 6.441884 -1.4 -0.1 -0.4
H -1.236966 1.117094 -4.712430 -0.3 -0.1 -0.9
H -4.313561 -0.926977 -1.937863 2.7 -9.5 7.7
H 1.473687 0.214046 1.472998 1.9 -2.2 2.4
N 1.255960 -2.126813 -0.627888 -15.1 2.2 2.6
H -2.899197 2.723511 -2.711463 0.0 0.4 -1.5
H 2.351367 1.775684 7.051122 0.5 -0.3 -1.2
H 2.745971 -2.978619 -0.107360 1.1 1.8 -0.9
H -5.171852 1.944724 -2.582477 0.7 -2.0 1.2
C -4.501340 -0.278507 -2.510982 -4.0 13.8 -10.6
C -3.358337 0.241035 -3.531305 -3.2 -4.2 2.6
C 1.451049 -0.119104 4.121865 -5.5 3.6 8.4
C 2.473609 -2.045482 -0.773557 14.6 -3.8 -0.2
H 3.250073 1.846852 5.256085 -1.7 -1.1 2.4
H -3.749385 2.550362 -0.702434 -0.4 -1.2 0.7
H 0.774616 -2.354911 0.326238 1.3 0.5 -2.3
C -4.846482 1.074968 -1.858236 -1.9 0.4 2.9
C -2.302780 1.995877 -2.241895 -9.8 -8.0 -0.4
H 1.656602 2.375325 5.526238 -0.4 -0.4 0.5
H -3.368926 0.835042 -0.229625 0.7 -0.7 0.5
H 0.143803 -0.729065 -4.502676 1.3 -1.4 -1.4
C -0.987407 0.663453 -3.790767 -2.7 -5.7 3.7


22
Properties=species:S:1:pos:R:3:forces:R:3 method="wB97M-V/def2-TZVPD" mol_weight_g_mol=130.256 homo_ev=-8.9 energy_ev=-18320.2430
H 1.979656 1.451055 0.051564 -0.1 -1.7 1.4
H 1.683017 -0.087633 -1.602215 0.0 0.4 0.0
C -0.502542 -0.380577 0.355438 -0.3 -0.7 -1.1
S -2.026190 -0.275211 -1.979573 0.4 0.2 0.3
H -2.364361 -1.541698 0.547312 0.8 0.1 0.0
H 0.589832 -0.216305 2.227893 -0.3 -0.8 0.9
H 0.622687 0.016597 -3.040264 -0.1 0.2 1.2
H -1.534784 -1.260691 2.060851 0.4 -0.1 -0.5
C 1.962405 0.639765 0.903326 1.6 1.7 -1.4
C 0.691030 0.226606 -1.933072 -0.2 -0.5 -0.9
C -0.647022 0.983212 0.934599 0.4 1.1 -0.8
H 2.425618 1.238560 1.760789 -0.7 -1.1 -0.8
H -1.382448 1.152780 1.686910 -0.4 0.1 0.4
H 2.702344 -0.189578 0.589243 -1.2 1.2 0.6
H -0.873727 -2.439272 0.906904 0.3 -0.6 0.0
C -1.342949 -1.479193 0.987959 -1.3 0.9 0.5
H 0.497689 1.280318 -1.772917 0.4 0.3 -0.1
H -0.132432 -1.625973 -1.360670 -0.5 0.3 0.1
C -0.368312 -0.558536 -1.181427 -0.3 -0.6 0.2
H -0.452878 1.857875 0.289322 -0.2 -0.5 0.3
H -2.088101 1.046565 -1.674666 0.1 -0.4 -0.1
C 0.561469 0.161333 1.242695 1.4 0.8 -0.1


91
Properties=species:S:1:pos:R:3:forces:R:3 method="wB97M-V/def2-TZVPD" mol_weight_g_mol=908.712 homo_ev="-8.0 / -8.1" multiplicity=4 energy_ev=-114925.6653
H 0.299255 1.286980 5.270493 0.0 0.0 0.0
H -6.117269 -1.131305 0.433361 0.0 0.0 0.0
C -4.228706 -0.677978 1.287533 0.0 0.0 0.0
C -5.582881 -0.537750 1.164355 0.0 0.0 0.0
C 4.685175 3.393782 -5.144771 -0.1 0.0 0.0
C 3.977998 3.234952 -3.959637 0.0 0.0 0.0
C 2.811080 -1.024940 -2.367022 0.0 0.0 0.0
H 2.674618 0.670069 5.340352 0.0 0.0 0.0
F -3.462944 -3.969600 1.778986 0.1 0.0 -0.1
F -3.191953 -4.947167 3.681808 0.0 0.0 0.0
C -4.233534 0.951795 3.086621 0.0 0.0 0.0
C -5.631362 1.083717 2.933764 0.0 0.0 0.0
H 3.617402 -0.958633 -3.089012 0.0 0.0 0.0
H 6.286598 4.456480 -1.817405 0.0 0.0 0.0
C 3.074401 2.437862 -1.071617 0.1 0.0 0.1
H 3.905181 1.236040 -2.500488 0.0 0.0 0.0
C 5.956128 3.950254 -5.164516 0.0 0.0 0.0
H -7.365675 0.457356 1.871054 0.0 0.0 0.0
C 1.078803 -2.244133 -1.284130 0.1 -0.1 0.1
C -2.567661 -3.896693 -2.138838 0.0 0.0 0.1
C 1.449346 -0.051336 -0.661811 0.1 0.0 -0.1
H 2.285720 -1.357097 1.603781 0.0 0.0 0.0
C -2.952932 -1.675876 -2.950778 0.0 -0.1 0.0
H -3.691414 -1.391031 0.682174 0.0 0.0 0.0
C 5.831463 4.167628 -2.756899 0.0 -0.1 0.0
C 4.556438 3.604082 -2.750093 0.1 0.0 0.0
H -0.779059 2.179270 0.976733 0.0 0.0 0.0
C -2.056028 -3.327392 -0.987735 -0.1 0.0 0.0
N -2.158622 -0.061894 2.350799 -0.2 -0.3 -0.1
C -6.294306 0.358442 1.986261 -0.1 0.0 0.0
F 0.630708 -3.318977 4.144184 0.1 0.0 0.0
C -2.709727 1.316288 -2.220465 0.0 0.0 0.0
N -1.992456 -2.011041 -0.799338 0.0 0.3 0.0
H -4.025706 2.346441 4.725095 0.0 0.0 0.0
C 2.105618 -2.200672 -2.211438 0.0 0.0 0.0
N 3.876211 3.467830 -1.519408 -0.1 0.0 0.0
H 3.650691 -0.672244 3.505522 0.0 0.0 0.0
H 6.150548 3.748600 -7.298268 0.0 0.0 0.0
C -2.229327 0.259689 -1.446506 -0.1 0.1 0.0
C -3.028586 -3.046346 -3.129080 0.0 0.1 -0.1
H 3.907411 4.232690 -0.865456 0.0 0.0 0.0
C -2.416722 -1.168160 -1.766464 0.0 0.0 0.0
H 2.341400 -3.077080 -2.797893 0.0 0.0 0.0
F -3.418917 1.083707 -3.352363 0.0 0.0 0.0
H -1.596551 1.995313 4.938114 0.0 0.0 0.0
Cr -0.909143 -1.049246 0.900031 0.1 0.2 0.3
C -0.052830 0.325429 3.362350 0.0 0.1 0.1
C -2.166772 1.464953 4.191204 0.0 0.0 -0.1
F -0.702609 -6.007751 3.253906 0.0 0.0 0.0
C 2.063678 0.374185 4.497263 0.0 0.0 0.0
H 6.921488 5.189117 -6.637513 0.0 0.0 0.0
C -0.701825 -3.337627 4.207185 -0.1 0.0 0.0
C 1.825193 -0.761011 2.385187 0.0 0.0 0.0
H 1.172767 0.767418 -0.020931 0.0 0.0 0.0
N 3.193354 1.265268 -1.789160 0.0 0.0 0.0
C -1.310690 -3.686417 2.800990 0.2 0.2 0.2
C -2.856379 -3.861483 2.970812 -0.1 0.0 -0.1
F -1.348179 -5.516120 1.250610 0.0 -0.1 0.1
N 0.765834 -1.191959 -0.532519 -0.2 0.0 0.3
F 0.580270 -4.861057 1.950281 0.0 0.0 0.0
C -1.319551 1.897158 0.079274 0.0 0.1 -0.1
H -6.164559 1.765343 3.585697 0.0 0.0 0.0
H 0.498614 -3.142979 -1.128554 0.0 0.0 0.0
C 2.482614 0.080961 -1.586822 0.0 -0.1 0.0
H 7.498580 4.789977 -3.929426 0.0 0.0 0.0
C 2.608157 -0.378157 3.464039 0.1 0.0 0.0
C 6.509950 4.346033 -3.948000 0.0 0.0 0.0
H -1.677756 -3.924915 -0.172682 -0.1 0.0 0.0
C -1.807971 2.897646 -0.734826 0.0 0.0 0.0
C -3.503202 1.658118 4.070939 0.0 0.0 0.0
C 0.477298 -0.416216 2.302185 -0.1 0.2 -0.3
C -1.500438 0.579702 3.301882 0.0 0.0 -0.1
H 4.217763 3.096974 -6.076376 0.0 0.0 0.0
H -2.602585 -4.971946 -2.240467 0.0 0.0 0.0
H -2.906839 3.433059 -2.512686 0.0 0.0 0.0
H -3.442145 -3.444264 -4.047210 0.0 0.0 0.0
F -3.395511 -2.798843 3.577433 0.0 0.0 0.1
C 6.713676 4.134476 -6.449461 0.0 0.0 -0.1
O 2.369562 2.570523 -0.093751 0.0 0.0 0.0
H -3.295512 -1.006820 -3.720482 0.0 0.0 0.0
C -2.515070 2.639212 -1.894320 0.0 0.0 0.0
C -3.519385 0.078940 2.243121 0.1 0.0 0.1
C -1.527129 0.564477 -0.264770 0.3 0.0 0.1
H 7.672100 3.613537 -6.418533 0.0 0.0 0.0
O -1.012445 -2.736141 1.916928 -0.2 -0.5 -0.4
F -1.605536 4.186705 -0.400255 0.0 0.0 0.0
F -1.050970 -4.205136 5.172016 0.0 0.0 0.0
H 2.965900 2.851876 -3.981734 0.0 0.0 0.0
C 0.726910 0.725707 4.449426 0.0 0.0 0.0
C -0.685631 -5.042517 2.328480 0.0 0.0 0.0
F -1.102886 -2.128119 4.609720 0.0 0.0 0.0


19
Properties=species:S:1:pos:R:3:forces:R:3 method="wB97M-V/def2-TZVPD" mol_weight_g_mol=96.173 homo_ev=-8.2 energy_ev=-7451.8629
H -3.136107 0.968737 1.949106 0.3 0.2 -0.1
C 3.238219 0.296713 -0.333774 0.1 1.3 1.0
H 2.038680 -0.481440 -2.038323 0.5 0.1 0.0
C 2.314905 -0.686766 -1.000461 -0.9 -1.1 0.5
H 3.221496 0.222679 0.759784 0.1 -0.8 0.0
C -3.547248 0.647834 0.987935 -0.8 -0.3 1.8
C -1.235147 -0.166973 0.407028 -0.9 -0.1 0.9
H 1.192466 -1.288768 0.780349 -0.4 -0.2 -0.2
H -1.160737 -0.444899 1.463718 0.8 0.4 -0.1
H -4.285906 -0.081218 1.342892 -0.2 -0.1 -0.6
H 2.972813 1.369123 -0.365441 0.0 -0.4 -1.0
H -4.101517 1.510518 0.597119 0.3 -0.3 -0.2
H 4.257402 0.116417 -0.647928 0.3 0.4 -0.1
C 1.036317 -0.867976 -0.216306 0.6 1.9 0.1
H -2.772124 0.199996 -0.979041 0.3 0.2 0.2
H 2.838496 -1.642934 -0.901419 0.0 -0.1 -0.7
H -0.304899 0.353978 -1.409668 0.7 0.0 -0.2
C -2.501165 0.129329 0.085673 0.5 0.7 -1.8
C -0.065948 -0.154345 -0.481252 -1.3 -1.7 0.5


16
Properties=species:S:1:pos:R:3:forces:R:3 method="wB97M-V/def2-TZVPD" mol_weight_g_mol=97.141 homo_ev=-14.1 charge=+1 energy_ev=-8298.6473
H -0.896649 -1.471246 1.585377 1.1 0.0 -2.6
H -0.465808 -2.466148 0.130335 -0.6 -1.3 -0.4
H -0.561870 1.132210 -1.540982 0.8 0.5 -0.9
C -0.709719 0.915062 -0.511745 3.2 -2.4 1.2
C 0.343550 -0.619674 -0.084411 -2.3 3.3 -1.6
N -1.993413 -0.853367 -0.019006 -1.2 -1.5 -1.0
H -0.061352 2.839256 -0.065749 0.9 1.9 -1.1
C -0.332145 2.015951 0.487565 1.9 -2.7 0.3
H 2.221442 -1.382397 0.455660 -0.9 0.9 -2.0
H 2.335537 -0.201295 -1.038118 -1.1 -0.2 0.7
N -1.897771 0.249623 -0.489281 -2.3 0.9 1.3
H 1.560283 -1.778541 -1.096656 -0.2 -1.6 -1.0
H 0.535570 1.667341 1.138387 -0.8 0.5 -1.0
H -1.028359 2.327768 1.180530 -2.1 0.2 1.2
C -0.698380 -1.462589 0.375316 0.5 1.1 3.9
C 1.649086 -0.911951 -0.507229 3.2 0.3 2.9